{"formula": "C4H13N3O", "method": "wB97M-V/def2-TZVPD", "symbols": ["C", "C", "C", "N", "H", "H", "H", "H", "H", "H", "H", "H", "H", "N", "C", "O", "N", "H", "H", "H", "H"], "coordinates": [[1.482, -0.887, 0.937], [0.511, 1.025, -0.441], [1.403, 0.912, -1.662], [0.585, -1.351, 1.752], [-0.625, -1.479, 0.921], [0.608, -0.926, 2.676], [1.544, -1.313, -0.056], [2.271, -0.205, 1.238], [1.039, 1.413, 0.429], [-0.224, 1.815, -0.593], [1.842, 1.873, -1.950], [0.846, 0.559, -2.535], [2.234, 0.214, -1.522], [-2.420, 0.782, 1.147], [-1.270, -0.219, -0.652], [-2.225, 0.684, -0.267], [-1.272, -1.412, -0.026], [-1.506, 1.034, 1.527], [-2.627, -0.164, 1.469], [-0.994, -2.156, -0.654], [-1.203, -0.197, -1.736]], "forces_ev_per_angstrom": [[-0.87, -0.90, 1.49], [-1.91, 0.17, -0.71], [0.01, -0.11, -0.01], [1.55, 0.49, -0.51], [-1.27, -0.05, -1.70], [0.19, 0.10, -0.04], [-0.12, 0.05, -0.08], [-0.03, 0.00, 0.01], [0.14, -0.51, 0.27], [0.00, 0.16, -0.31], [0.02, -0.04, 0.06], [-0.02, -0.01, 0.02], [0.03, 0.00, 0.00], [0.12, -0.12, -0.37], [1.71, 1.55, 0.28], [-0.24, 0.35, 0.33], [0.64, -1.10, 1.29], [0.02, -0.02, -0.06], [0.06, 0.02, -0.10], [0.03, 0.00, 0.09], [-0.06, -0.05, 0.07]], "e_tot_ha": -399.50831, "fmax_ev_per_a": 2.325, "de_lowest_kj_mol": 627.42, "homo_ha": -0.2837, "multiplicity": 1, "homo_lumo_gap_ev": 8.3}

{"formula": "C4H13N3O", "method": "wB97M-V/def2-TZVPD", "symbols": ["C", "C", "C", "H", "H", "H", "H", "H", "H", "H", "H", "N", "C", "N", "N", "O", "H", "H", "H", "H", "H"], "coordinates": [[-0.287, -0.890, -0.152], [0.660, -2.002, 0.296], [-1.314, -0.623, 0.947], [-0.822, -1.221, -1.052], [1.152, -0.329, -1.449], [-0.829, -0.172, 1.822], [0.129, -2.935, 0.521], [1.209, -1.715, 1.201], [1.397, -2.233, -0.476], [-2.113, 0.053, 0.633], [-1.812, -1.539, 1.289], [-0.254, 1.938, -0.272], [0.690, 0.922, -0.339], [-1.257, 1.984, -1.262], [1.674, 1.009, 0.619], [1.139, 0.699, -1.606], [-0.643, 2.106, 0.647], [-0.823, 2.331, -2.111], [-1.576, 1.031, -1.452], [1.403, 1.381, 1.519], [2.277, 0.203, 0.675]], "forces_ev_per_angstrom": [[0.01, 1.39, 1.38], [0.14, 0.43, -0.19], [0.00, -0.07, -0.10], [0.27, 0.37, -0.19], [0.34, 2.74, -1.69], [-0.01, -0.07, -0.01], [0.01, 0.11, -0.04], [-0.08, -0.04, -0.03], [0.15, -0.15, -0.04], [0.07, 0.06, -0.06], [0.10, 0.02, 0.02], [-0.02, 0.71, 0.08], [-2.51, -2.53, 0.37], [0.09, -0.30, 0.09], [0.53, 0.37, 0.67], [0.88, -2.98, -0.14], [0.09, -0.07, -0.16], [-0.09, -0.07, 0.11], [0.06, 0.17, -0.04], [0.03, -0.16, -0.11], [-0.07, 0.07, 0.10]], "e_tot_ha": -399.61382, "fmax_ev_per_a": 3.582, "de_lowest_kj_mol": 350.41, "homo_ha": -0.2876, "multiplicity": 1, "homo_lumo_gap_ev": 8.7}